This record from OMol25 describes the molecule C5H7NO2 at a distorted geometry. The level of theory is ωB97M-V with the def2-TZVPD basis set.

calculated total energy = -10879.67418 eV
relative energy (zero: lowest compared OMol25 entry of this formula, charge and spin) = 380.5 kJ/mol
HOMO energy (alpha / beta) = -8.6 / -7.4 eV
maximum force = 4.254 eV/A
orbital gap (alpha / beta) = 8.8 / 7.2 eV

Last column: Löwdin charge in e.
Positions of all 15 atoms, in Å:
C (0.315, 0.344, 1.876)  -0.58
C (0.352, -1.222, -0.431)  -0.07
C (1.855, -0.687, 0.295)  0.05
C (-0.626, -0.110, -0.341)  -0.29
C (-1.133, 0.688, -1.456)  -0.03
N (-0.580, 0.487, 0.891)  0.13
O (0.092, 0.589, 3.032)  0.11
O (1.592, 0.070, 1.469)  0.00
H (0.490, -1.537, -1.422)  0.09
H (0.221, -1.938, 0.268)  0.06
H (2.489, -0.048, -0.375)  0.09
H (-1.064, 0.176, -2.442)  0.10
H (-0.410, 1.438, -1.545)  0.07
H (-2.099, 1.031, -1.153)  0.08
H (-1.492, 0.720, 1.336)  0.19